This record from the Open Molecules 2025 dataset describes a molecular structure, C12H6Br2F9N4O6Pb. The level of theory is the ωB97M-V functional and the def2-TZVPD basis.

Structure (ORCA input):
```
! wB97M-V def2-TZVPD RIJCOSX def2/J DEFGRID3
* xyz 1 1
Pb 0.64966 -1.79865 -0.47610
Br -2.02773 -3.02331 -1.28390
C -1.42590 -4.85956 -1.25197
Br 0.09283 -5.12775 -0.10107
H -1.14340 -5.12432 -2.26152
H -2.24503 -5.45739 -0.87705
O 1.65325 5.02335 1.11337
C 1.04726 4.00592 1.10016
C -0.21956 3.66778 0.22721
O -0.95635 4.44780 -0.26951
C -0.37718 2.10354 0.21986
C 0.93217 1.54264 0.86412
O 1.51635 0.52328 0.64575
C 1.42252 2.66892 1.80943
O 1.75652 2.50032 2.94503
O -1.36996 1.48974 0.01129
F -1.21111 -1.47246 -4.15019
C -1.16116 -0.17156 -3.82241
F -1.30712 0.53122 -4.94306
F -2.19450 0.07601 -3.01870
C 0.17665 0.16020 -3.09349
O 0.15290 -0.19006 -1.78962
C 0.41049 1.71055 -3.16278
F -0.73491 2.36986 -2.97818
F 1.23749 2.09005 -2.16802
F 0.94946 2.10701 -4.30956
C 1.34813 -0.56721 -3.81542
F 1.30706 -0.49890 -5.13508
F 1.33720 -1.87784 -3.46585
F 2.51820 -0.07811 -3.38959
N -0.77914 -0.90148 6.17616
C -0.32489 -0.69695 4.93960
N 0.77867 0.04687 4.76813
N -1.00274 -1.25286 3.95678
C -0.69659 -1.33136 2.71956
N -0.48256 -1.48016 1.58420
H -0.33535 -0.50777 6.98633
H -1.58000 -1.49709 6.29751
H 1.22180 0.50316 5.54738
H 1.06657 0.34657 3.85121
*
```

E_HOMO: -12.89 eV
energy above the lowest of the compared OMol25 structures with the same formula, charge and spin: 7.66 kcal/mol
maximum force: 0.7 eV/Å
DFT total energy: -7370.80018 a.u.
Kohn-Sham gap: 0.2574 Eh

Here is what Löwdin gives for the atomic charges, in e: 1.3075 0.6802 -0.9815 0.5980 0.0166 0.0121 0.2357 -0.1946 -0.1995 0.2407 -0.2288 -0.2088 0.0566 -0.1917 0.1868 0.2119 0.1412 -0.5647 0.1938 0.1678 -0.3027 -0.3695 -0.5361 0.1868 0.1563 0.1995 -0.5566 0.2069 0.0983 0.1778 0.1980 -0.4671 0.2111 0.1390 -0.2991 0.0098 0.1246 0.1296 0.1258 0.0881

***

This record from the Open Molecules 2025 dataset describes 4 unconnected molecules or ions with the total composition C6H20N2O3 in a non-equilibrium geometry. The level of theory is the ωB97M-V functional and the def2-TZVPD basis.

Structure (ORCA input):
```
! wB97M-V def2-TZVPD RIJCOSX def2/J DEFGRID3
* xyz 0 1
C 0.33093 -0.89859 -2.11343
C 0.40834 -0.10630 -0.80979
C 0.19622 1.22597 -0.90394
N -0.37469 1.86393 -1.97971
C 0.63715 -0.90126 0.38766
C 0.78467 -0.01395 1.72886
C 0.84952 -0.99645 2.85895
N -0.35835 0.93349 1.80958
H 1.08402 -1.71616 -2.25413
H -0.66818 -1.31588 -2.21178
H 0.62490 -0.19633 -2.95210
H 0.36763 1.78972 0.05606
H -0.45080 2.89806 -2.03367
H -0.23176 1.40865 -2.88461
H 1.48742 -1.52748 0.43298
H -0.18957 -1.47172 0.66530
H 1.60218 0.63396 1.77982
H 1.11116 -1.96719 2.57455
H 1.74681 -0.64728 3.55349
H -0.05928 -0.90878 3.52574
H -0.46443 1.16254 2.77843
H -1.22709 0.45344 1.47200
O -2.85614 -0.32688 -1.51658
H -2.24215 0.48482 -1.45467
H -2.58584 -0.76402 -2.25109
O -2.67970 -0.92048 1.06352
H -2.70195 -0.43858 0.18221
H -2.72516 -1.79441 0.73554
O 3.67961 0.47789 -0.39180
H 2.91301 1.02985 -0.34271
H 3.34932 -0.39583 -0.31136
*
```

SMILES: C/C(=C\N)C[C@H](C)N.O.O.O
E_HOMO: -8.03 eV
energy above the lowest of the compared OMol25 structures with the same formula, charge and spin: 36.24 kcal/mol
maximum force: 5.3 eV/Å
DFT total energy: -575.76611 a.u.
Kohn-Sham gap: 0.3132 Eh

Here is what Löwdin gives for the atomic charges, in e: -0.0528 -0.3359 -0.2028 0.0440 -0.1394 -0.4174 -0.0756 0.0072 0.0928 0.0539 0.0825 0.1203 0.1134 0.0756 0.0959 0.0841 0.0978 0.0408 0.1158 0.0968 0.0613 0.0636 -0.0299 0.0878 -0.0172 -0.0765 0.0184 0.0152 -0.0232 0.0019 0.0017